{
  "formula": "C25H67Br3ClN9O13P3",
  "method": "the ωB97M-V functional and the def2-TZVPD basis",
  "lumo_ha": 0.08355,
  "e_tot_ev": -317555.297,
  "homo_energy_ev": -5.94,
  "mol_weight_g_mol": 1069.948,
  "homo_lumo_gap_ev": 8.2,
  "charge": -1,
  "species": ["Cl", "O", "O", "O", "O", "C", "Br", "Br", "Br", "H", "O", "P", "N", "C", "C", "N", "C", "C", "N", "C", "C", "H", "H", "H", "H", "H", "H", "H", "H", "H", "H", "H", "H", "H", "H", "H", "H", "H", "H", "O", "P", "N", "C", "C", "N", "C", "C", "N", "C", "C", "H", "H", "H", "H", "H", "H", "H", "H", "H", "H", "H", "H", "H", "H", "H", "H", "H", "H", "O", "P", "N", "C", "C", "N", "C", "C", "N", "C", "C", "H", "H", "H", "H", "H", "H", "H", "H", "H", "H", "H", "H", "H", "H", "H", "H", "H", "H", "C", "O", "C", "O", "O", "C", "H", "H", "H", "H", "H", "H", "C", "O", "C", "O", "O", "C", "H", "H", "H", "H", "H", "H"],
  "xyz": [[-1.847, -1.411, -1.074], [-1.681, -2.383, -2.136], [-2.720, -1.941, -0.061], [-0.562, -1.115, -0.500], [-2.383, -0.200, -1.646], [-1.150, -5.493, -0.854], [-0.651, -7.118, -1.751], [0.347, -4.539, -0.131], [-2.483, -5.808, 0.514], [-1.633, -4.818, -1.553], [-0.063, 2.852, -1.919], [0.404, 2.531, -3.269], [-0.697, 2.915, -4.463], [-1.889, 3.698, -4.172], [-0.340, 2.791, -5.870], [0.816, 0.923, -3.597], [-0.214, 0.029, -4.125], [1.696, 0.282, -2.622], [1.827, 3.370, -3.706], [2.898, 2.766, -4.492], [2.010, 4.739, -3.262], [-1.660, 4.427, -3.389], [-2.738, 3.110, -3.821], [-2.148, 4.313, -5.038], [-1.035, 2.142, -6.403], [0.701, 2.496, -5.965], [-0.361, 3.797, -6.311], [-0.860, -0.436, -3.377], [-0.819, 0.527, -4.878], [0.296, -0.763, -4.691], [1.367, 0.442, -1.591], [1.738, -0.785, -2.839], [2.719, 0.673, -2.681], [2.825, 1.686, -4.500], [2.846, 3.145, -5.524], [3.864, 3.098, -4.095], [3.050, 5.014, -3.432], [1.775, 4.799, -2.194], [1.322, 5.434, -3.758], [-1.378, 0.351, 3.575], [-1.483, -0.684, 4.610], [-1.140, -0.194, 6.171], [-2.160, 0.265, 7.094], [0.206, 0.242, 6.490], [-0.420, -1.955, 4.373], [-0.338, -2.490, 3.010], [-0.009, -2.885, 5.393], [-3.016, -1.380, 4.643], [-3.436, -2.334, 5.639], [-4.109, -0.676, 3.992], [-2.010, -0.095, 8.115], [-3.128, -0.058, 6.721], [-2.176, 1.362, 7.097], [0.863, 0.108, 5.630], [0.592, -0.367, 7.318], [0.251, 1.295, 6.784], [-0.149, -1.678, 2.301], [0.471, -3.210, 2.902], [-1.295, -2.936, 2.720], [1.016, -3.227, 5.228], [-0.043, -2.425, 6.385], [-0.660, -3.769, 5.480], [-4.050, -1.911, 6.444], [-3.925, -3.178, 5.146], [-2.581, -2.767, 6.165], [-3.743, -0.058, 3.173], [-4.607, 0.036, 4.668], [-4.812, -1.402, 3.582], [1.213, 1.105, 1.466], [2.627, 0.801, 1.681], [2.999, -0.800, 1.973], [2.913, -1.300, 3.360], [2.845, -1.755, 0.879], [3.158, 1.630, 3.051], [2.229, 2.594, 3.657], [4.511, 1.602, 3.565], [3.633, 1.212, 0.407], [4.994, 0.722, 0.299], [3.327, 2.406, -0.343], [1.986, -0.897, 3.778], [3.774, -1.039, 3.970], [2.792, -2.380, 3.292], [3.791, -1.919, 0.346], [2.164, -1.353, 0.124], [2.459, -2.692, 1.276], [2.583, 2.853, 4.654], [2.156, 3.492, 3.036], [1.231, 2.161, 3.715], [4.568, 2.170, 4.492], [4.876, 0.593, 3.775], [5.233, 2.042, 2.866], [5.263, 0.565, -0.749], [5.696, 1.473, 0.692], [5.101, -0.182, 0.892], [3.751, 3.308, 0.135], [2.259, 2.598, -0.443], [3.793, 2.327, -1.329], [-1.133, -7.180, -6.609], [-1.239, -5.928, -5.947], [-0.217, -5.593, -5.158], [0.756, -6.279, -4.958], [-0.459, -4.395, -4.656], [0.543, -3.872, -3.788], [-1.935, -7.193, -7.349], [-1.405, -7.994, -5.934], [-0.164, -7.266, -7.090], [1.489, -3.796, -4.332], [0.700, -4.503, -2.914], [0.259, -2.874, -3.469], [-5.082, 1.632, -1.322], [-5.308, 3.001, -1.687], [-4.321, 3.851, -1.416], [-3.196, 3.580, -1.101], [-4.784, 5.099, -1.606], [-3.830, 6.110, -1.761], [-4.367, 1.159, -1.987], [-6.057, 1.146, -1.383], [-4.802, 1.530, -0.274], [-3.161, 5.945, -2.609], [-3.165, 6.259, -0.907], [-4.348, 7.052, -1.930]]
}

{
  "formula": "C4H15NO6",
  "method": "the ωB97M-V functional and the def2-TZVPD basis",
  "lumo_ha": 0.01460,
  "e_tot_ev": -18164.316,
  "homo_energy_ev": -9.68,
  "mol_weight_g_mol": 173.165,
  "relative_energy_ev": 3.2959,
  "homo_lumo_gap_ev": 10.1,
  "smiles": "O=C[C@H](CO)NCO.O.O.O",
  "species": ["O", "C", "C", "C", "O", "N", "C", "O", "H", "H", "H", "H", "H", "H", "H", "H", "H", "O", "H", "H", "O", "H", "H", "O", "H", "H"],
  "xyz": [[1.838, -0.383, -0.570], [0.856, -1.003, -0.189], [-0.112, -0.214, 0.713], [-0.551, -1.246, 1.729], [0.668, -1.858, 2.196], [-1.185, 0.233, -0.230], [-0.709, 1.481, -0.886], [-0.274, 1.221, -2.209], [0.784, -2.054, -0.459], [0.427, 0.570, 1.240], [-1.052, -1.003, 2.658], [-1.093, -2.079, 1.243], [1.376, -1.217, 2.313], [-1.333, -0.501, -0.935], [-1.609, 2.093, -1.073], [0.001, 2.157, -0.394], [0.596, 0.806, -2.151], [-1.621, -1.923, -2.298], [-2.587, -1.839, -2.289], [-1.448, -0.992, -2.523], [3.575, 1.447, -0.328], [3.460, 0.606, -0.783], [3.225, 2.074, -0.966], [-2.338, 1.798, 2.341], [-2.463, 1.436, 1.457], [-1.441, 1.629, 2.628]]
}

{
  "formula": "C4H9NS",
  "method": "the ωB97M-V functional and the def2-TZVPD basis",
  "lumo_ha": 0.02267,
  "e_tot_ev": -16614.435,
  "homo_energy_ev": -8.40,
  "mol_weight_g_mol": 103.190,
  "relative_energy_ev": 5.0192,
  "homo_lumo_gap_ev": 9.0,
  "smiles": "N=[S@@H]1=CCCC1",
  "species": ["N", "S", "C", "C", "C", "C", "H", "H", "H", "H", "H", "H", "H", "H", "H"],
  "xyz": [[0.244, -1.425, -2.290], [0.351, -0.410, -1.146], [1.237, -0.766, 0.251], [0.691, 0.588, 1.270], [-0.790, 0.798, 0.954], [-1.209, -0.048, -0.242], [0.529, -2.357, -2.030], [0.351, 0.790, -1.914], [2.311, -0.726, 0.124], [0.885, 0.291, 2.295], [1.297, 1.449, 1.006], [-1.405, 0.529, 1.815], [-0.980, 1.854, 0.742], [-1.597, -1.015, 0.070], [-1.913, 0.448, -0.905]]
}

{
  "formula": "C12H18FO9Ti",
  "method": "the ωB97M-V functional and the def2-TZVPD basis",
  "lumo_ha": [-0.05595, -0.06212],
  "multiplicity": 4,
  "e_tot_ev": -56994.210,
  "homo_energy_ev": [-8.38, -11.06],
  "mol_weight_g_mol": 373.132,
  "homo_lumo_gap_ev": [6.9, 9.4],
  "species": ["Ti", "F", "C", "C", "C", "O", "C", "O", "O", "H", "H", "H", "H", "H", "H", "C", "C", "C", "O", "C", "O", "O", "H", "H", "H", "H", "H", "H", "C", "C", "C", "O", "C", "O", "O", "H", "H", "H", "H", "H", "H"],
  "xyz": [[2.827, 0.486, -2.182], [0.931, 0.215, -1.380], [2.453, 1.762, 1.772], [1.989, 2.767, 0.738], [0.465, 2.830, 0.614], [0.158, 4.227, 0.691], [1.247, 4.911, 1.092], [1.285, 6.077, 1.278], [2.302, 4.070, 1.249], [1.845, 1.749, 2.674], [3.447, 2.074, 2.108], [2.602, 0.771, 1.342], [2.484, 2.595, -0.223], [0.001, 2.368, 1.490], [0.047, 2.386, -0.285], [-2.523, 0.442, -2.451], [-2.631, -0.356, -1.170], [-2.215, 0.397, 0.076], [-3.009, -0.268, 1.062], [-4.143, -0.710, 0.467], [-5.113, -1.073, 1.039], [-4.007, -0.645, -0.889], [-1.483, 0.699, -2.655], [-3.163, 1.319, -2.478], [-2.820, -0.249, -3.244], [-2.034, -1.270, -1.211], [-2.398, 1.475, 0.019], [-1.152, 0.287, 0.284], [0.350, -2.036, 1.178], [0.430, -2.846, -0.095], [1.783, -2.724, -0.803], [2.128, -4.085, -1.078], [1.260, -4.931, -0.475], [1.355, -6.109, -0.524], [0.302, -4.242, 0.186], [0.691, -1.021, 0.949], [1.039, -2.413, 1.935], [-0.668, -1.948, 1.552], [-0.340, -2.507, -0.789], [2.552, -2.323, -0.136], [1.726, -2.152, -1.727]]
}

{
  "formula": "C5H8NO4S",
  "method": "the ωB97M-V functional and the def2-TZVPD basis",
  "lumo_ha": 0.13179,
  "e_tot_ev": -25829.614,
  "homo_energy_ev": -4.40,
  "mol_weight_g_mol": 178.189,
  "relative_energy_ev": 1.5013,
  "homo_lumo_gap_ev": 8.0,
  "charge": -1,
  "species": ["C", "C", "C", "C", "C", "N", "O", "O", "O", "O", "S", "H", "H", "H", "H", "H", "H", "H", "H"],
  "xyz": [[-0.642, 2.768, -1.976], [0.139, 1.029, -0.617], [-0.458, -0.270, -1.135], [0.400, 1.093, 0.933], [-0.033, -1.426, -0.230], [-0.722, 2.129, -0.892], [-0.075, 2.053, -3.242], [-1.201, 3.794, -2.242], [1.466, 0.459, -4.346], [0.011, -0.502, -2.449], [0.078, 0.623, -3.852], [1.218, 1.047, -0.873], [-1.512, -0.332, -1.145], [1.165, 0.445, 1.282], [-0.517, 1.016, 1.567], [0.737, 2.172, 1.160], [-0.611, -2.333, -0.558], [-0.082, -1.089, 0.811], [1.123, -1.557, -0.444]]
}

{
  "formula": "C4H11N2S",
  "method": "the ωB97M-V functional and the def2-TZVPD basis",
  "lumo_ha": -0.21465,
  "e_tot_ev": -18133.043,
  "homo_energy_ev": -11.54,
  "mol_weight_g_mol": 119.213,
  "relative_energy_ev": 2.4757,
  "homo_lumo_gap_ev": 5.7,
  "charge": 1,
  "species": ["C", "C", "C", "C", "N", "N", "S", "H", "H", "H", "H", "H", "H", "H", "H", "H", "H", "H"],
  "xyz": [[-2.410, -0.303, 0.065], [2.478, 1.474, -0.233], [1.718, 0.478, 0.668], [1.160, -0.602, -0.154], [-2.936, 0.237, -1.012], [-3.136, -1.142, 0.768], [1.854, -2.101, -0.375], [3.253, 0.965, -0.802], [1.801, 1.967, -0.925], [2.949, 2.227, 0.395], [2.403, 0.090, 1.424], [0.906, 1.020, 1.158], [0.248, -0.429, -0.705], [-2.421, 0.910, -1.551], [-3.890, 0.057, -1.321], [-2.780, -1.538, 1.616], [-4.099, -1.370, 0.527], [2.902, -1.939, 0.456]]
}

{
  "formula": "C5H7NO",
  "method": "the ωB97M-V functional and the def2-TZVPD basis",
  "lumo_ha": 0.03435,
  "e_tot_ev": -8831.984,
  "homo_energy_ev": -9.10,
  "mol_weight_g_mol": 97.117,
  "relative_energy_ev": 4.2184,
  "homo_lumo_gap_ev": 10.0,
  "smiles": "O=C1CN2CC[C@@H]12",
  "species": ["O", "C", "C", "N", "C", "C", "C", "H", "H", "H", "H", "H", "H", "H"],
  "xyz": [[1.239, 1.861, -1.193], [0.844, 0.836, -0.692], [1.373, -0.230, 0.277], [0.223, -1.136, 0.115], [-0.953, -0.651, 0.923], [-1.170, 0.436, -0.115], [-0.248, -0.301, -1.052], [2.202, -0.629, -0.319], [1.705, -0.023, 1.292], [-0.733, -0.268, 1.928], [-1.701, -1.447, 0.997], [-0.328, 1.273, 0.274], [-2.046, 1.016, -0.390], [-0.408, -0.736, -2.044]]
}